The following is a DFT calculation (ωB97M-V with the def2-TZVPD basis set) of a 11-piece molecular cluster, C44H88O26 overall.

Each line ends with the Mulliken charge.
Geometry (Å):
C: -9.07538 5.49978 8.91024  -1.098
C: -8.04607 4.31962 9.02779  -0.264
O: -6.75035 4.80547 8.88242  -0.225
C: -5.71369 3.98901 9.06909  0.744
O: -5.62426 2.96149 9.75018  -0.594
O: -4.68713 4.49841 8.42057  -0.317
C: -3.42914 3.75707 8.27881  -0.677
H: -8.69499 6.30667 9.53660  0.297
H: -10.10559 5.22490 9.13654  0.375
H: -9.14836 5.86867 7.88717  0.257
H: -8.25221 3.52352 8.31235  0.328
H: -8.25602 3.80815 9.96716  0.306
H: -3.05911 3.26584 9.17875  0.307
H: -2.63478 4.41084 7.91871  0.263
H: -3.44993 2.97719 7.51760  0.299
C: -10.04861 4.33528 2.51999  -0.913
C: -9.19184 5.33307 1.69364  -0.308
O: -7.98151 5.74727 2.26515  -0.286
C: -7.88618 6.93517 2.86522  0.712
O: -8.73197 7.79879 3.01149  -0.553
O: -6.62793 7.03021 3.38131  -0.311
C: -6.24528 8.19642 4.11798  -0.655
H: -9.97736 4.52391 3.59118  0.297
H: -9.78538 3.31752 2.23195  0.271
H: -11.06435 4.49159 2.15675  0.297
H: -9.85248 6.16108 1.43669  0.327
H: -8.92343 4.83359 0.76273  0.284
H: -5.30510 8.05384 4.65072  0.257
H: -6.87753 8.26521 5.00321  0.294
H: -6.06107 9.06828 3.49028  0.286
C: 2.54885 0.18825 -2.66480  -1.211
C: 1.02630 0.45799 -2.67610  -0.172
O: 0.76401 0.99774 -1.38747  -0.233
C: -0.39502 1.48736 -1.07848  0.761
O: -1.43889 1.50217 -1.83182  -0.622
O: -0.29816 1.81114 0.23365  -0.313
C: -1.39502 2.43829 0.97528  -0.552
H: 3.14566 1.09741 -2.59183  0.316
H: 2.90782 -0.16438 -3.63170  0.392
H: 2.81018 -0.43718 -1.81119  0.308
H: 0.49987 -0.48468 -2.82553  0.289
H: 0.85270 1.11175 -3.53083  0.281
H: -1.08973 2.70971 1.98584  0.229
H: -2.20563 1.71993 1.09762  0.241
H: -1.75400 3.27285 0.37301  0.289
C: 10.74965 -8.62689 -1.04396  -1.174
C: 9.30903 -9.02852 -0.71598  -0.235
O: 8.42119 -8.03222 -1.21261  -0.245
C: 7.13563 -8.36198 -1.37719  0.721
O: 6.72020 -9.44442 -1.14382  -0.550
O: 6.46963 -7.33981 -1.89380  -0.304
C: 5.10973 -7.38241 -2.25464  -0.654
H: 11.38301 -9.39535 -0.60075  0.379
H: 11.01882 -7.70213 -0.53365  0.311
H: 10.95990 -8.66426 -2.11284  0.308
H: 9.21608 -9.20498 0.35562  0.290
H: 9.09964 -9.97636 -1.21181  0.318
H: 4.83978 -6.43425 -2.71964  0.241
H: 4.49493 -7.49330 -1.36142  0.293
H: 4.78270 -8.16121 -2.94356  0.301
C: -5.97852 -2.56473 5.72403  -1.047
C: -6.69760 -3.90730 5.52563  -0.277
O: -5.87900 -4.79798 4.82465  -0.228
C: -6.24149 -6.05791 4.64450  0.684
C: -5.17166 -6.87337 3.89312  -0.996
O: -7.30817 -6.54961 5.05487  -0.585
H: -5.61317 -2.48927 6.74820  0.303
H: -6.73787 -1.78505 5.66418  0.311
H: -5.22004 -2.39617 4.95958  0.293
H: -7.00584 -4.29455 6.49678  0.320
H: -7.64253 -3.72736 5.01295  0.318
H: -5.36373 -7.93157 4.07040  0.337
H: -4.13932 -6.81365 4.23780  0.323
H: -5.18949 -6.75833 2.80936  0.242
C: 10.63436 -2.11254 -1.31137  -1.026
C: 10.35708 -2.17420 -2.80882  -0.239
O: 10.41186 -0.79517 -3.26613  -0.288
C: 9.71166 -0.39712 -4.42177  0.697
C: 9.66092 1.10593 -4.68133  -0.965
O: 8.99874 -1.11182 -5.13440  -0.559
H: 11.70821 -2.09925 -1.12486  0.284
H: 10.12490 -2.97006 -0.87181  0.323
H: 10.20225 -1.23751 -0.82589  0.309
H: 11.13636 -2.77265 -3.28070  0.259
H: 9.40895 -2.65164 -3.05623  0.316
H: 10.61587 1.47523 -5.05521  0.279
H: 9.37951 1.74535 -3.84464  0.294
H: 8.94809 1.28376 -5.48653  0.315
C: 1.25025 9.16842 2.00878  -1.084
C: 1.77199 7.76502 1.76687  -0.266
O: 1.65600 7.29252 0.44525  -0.262
C: 2.47023 7.64915 -0.59307  0.659
C: 2.37648 6.73561 -1.76737  -0.883
O: 3.20679 8.61949 -0.63603  -0.553
H: 2.01235 9.82189 1.58420  0.272
H: 1.07100 9.46204 3.04307  0.377
H: 0.30583 9.36951 1.50311  0.300
H: 2.74735 7.66644 2.24337  0.297
H: 1.21356 7.12347 2.44855  0.332
H: 3.35623 6.42153 -2.12733  0.311
H: 1.96178 7.40784 -2.51852  0.238
H: 1.77412 5.84173 -1.60530  0.261
C: -0.87686 4.41822 -8.12631  -1.031
C: -2.02545 5.33668 -7.77831  -0.291
O: -2.12072 5.70566 -6.37398  -0.248
C: -3.25937 6.27156 -5.88012  0.667
C: -3.25992 6.48390 -4.36959  -0.855
O: -4.28246 6.54708 -6.52185  -0.577
H: -1.01623 3.43091 -7.68596  0.278
H: 0.05184 4.85933 -7.76431  0.288
H: -0.93236 4.41308 -9.21489  0.343
H: -1.97934 6.09115 -8.56363  0.292
H: -3.00316 4.91012 -8.00246  0.329
H: -3.72876 7.44549 -4.16065  0.282
H: -2.19868 6.53461 -4.12613  0.276
H: -3.69967 5.63599 -3.84444  0.247
C: 6.16275 -8.66287 4.65590  -1.178
C: 6.42551 -7.14074 4.65641  -0.126
O: 5.46804 -6.39769 3.94692  -0.297
C: 5.60835 -5.01269 3.71936  0.668
C: 4.49944 -4.32621 2.99026  -0.922
O: 6.56664 -4.33620 4.13358  -0.556
H: 5.21440 -8.87190 5.15095  0.304
H: 6.89148 -9.28616 5.17412  0.377
H: 6.11730 -9.15578 3.68478  0.304
H: 6.35517 -6.84823 5.70408  0.242
H: 7.41992 -6.86810 4.30296  0.318
H: 3.96228 -5.03706 2.36237  0.307
H: 4.86153 -3.53794 2.33025  0.307
H: 3.76350 -3.96213 3.70716  0.253
C: -7.39505 -2.45432 0.22447  -1.029
C: -6.18383 -1.82180 -0.44693  -0.295
O: -4.98283 -2.16835 0.22486  -0.334
C: -4.33604 -3.27737 -0.06633  0.786
C: -3.03587 -3.42110 0.73776  -0.941
O: -4.62857 -4.06528 -0.92494  -0.559
H: -8.32110 -2.07606 -0.20850  0.376
H: -7.43776 -2.07128 1.24406  0.253
H: -7.28492 -3.53709 0.16462  0.286
H: -6.16642 -2.20687 -1.46650  0.318
H: -6.12422 -0.73636 -0.52669  0.347
H: -3.11875 -3.91695 1.70490  0.203
H: -2.60352 -2.43533 0.90937  0.273
H: -2.28499 -3.95477 0.15510  0.318
C: 4.10586 -0.73916 -9.48092  -1.076
C: 2.99098 -1.37027 -10.35113  -0.197
O: 2.72929 -2.69859 -9.89122  -0.332
C: 1.76603 -3.00362 -8.98450  0.764
C: 1.79316 -4.44015 -8.58905  -1.015
O: 0.90162 -2.25358 -8.55253  -0.564
H: 4.46216 0.22395 -9.84641  0.375
H: 5.02099 -1.32374 -9.38663  0.301
H: 3.78568 -0.51535 -8.46333  0.283
H: 2.08172 -0.77273 -10.41662  0.314
H: 3.31387 -1.49903 -11.38421  0.256
H: 2.77411 -4.76220 -8.23958  0.293
H: 1.69041 -5.04955 -9.48693  0.288
H: 1.01670 -4.74740 -7.88847  0.310

Cartesian forces (eV/Å) of the 3 atoms listed first:
1.177 -0.561 -0.641
-2.861 -0.387 0.425
0.822 0.305 -0.108

Calculated values
Structure (SMILES) ... CCOC(=O)OC.CCOC(=O)OC.CCOC(=O)OC.CCOC(=O)OC.CCOC(C)=O.CCOC(C)=O.CCOC(C)=O.CCOC(C)=O.CCOC(C)=O.CCOC(C)=O.CCOC(C)=O
Largest force on an atom ... 5.3 eV/A
Frontier orbital gap ... 0.374 Ha
Total energy ... -3685.50265 Eh